[1]
{"formula": "C26H21ClIrN2O3", "method": "ωB97M-V with the def2-TZVPD basis set", "symbols": ["Ir", "Cl", "C", "C", "C", "C", "O", "C", "C", "N", "C", "C", "C", "C", "C", "C", "C", "C", "N", "C", "C", "H", "H", "H", "H", "H", "H", "H", "H", "H", "H", "C", "C", "C", "C", "C", "C", "C", "C", "C", "C", "O", "O", "H", "H", "H", "H", "H", "H", "H", "H", "H", "H", "H"], "xyz": [[-0.4751, 0.0236, 0.5358], [3.6589, -5.7552, -0.3585], [2.4042, -4.5629, -0.3027], [1.0709, -4.9653, -0.1678], [0.0533, -4.0348, -0.1299], [0.3446, -2.6782, -0.2076], [-0.6637, -1.7893, -0.1877], [1.6765, -2.2716, -0.3490], [2.0550, -0.8979, -0.4380], [1.2571, 0.1194, -0.4218], [1.7863, 1.4609, -0.4667], [3.0418, 1.8273, -0.8509], [3.4311, 3.1872, -0.8011], [2.5571, 4.1600, -0.4081], [1.2328, 3.8087, -0.0514], [0.2254, 4.7370, 0.3059], [-1.0404, 4.3039, 0.5799], [-1.3152, 2.9252, 0.5516], [-0.3877, 2.0410, 0.2477], [0.8770, 2.4599, -0.0705], [2.7078, -3.2334, -0.3930], [0.8449, -6.0211, -0.0928], [-0.9821, -4.3336, -0.0367], [3.1201, -0.6958, -0.5080], [3.7516, 1.0954, -1.2124], [4.4377, 3.4510, -1.0944], [2.8564, 5.1997, -0.3818], [0.4686, 5.7921, 0.3474], [-1.8325, 4.9933, 0.8334], [-2.2981, 2.5369, 0.7847], [3.7378, -2.9170, -0.5057], [-0.1267, -0.5346, 8.7383], [-0.2237, -0.3222, 7.2511], [0.6581, 0.5209, 6.5893], [0.6158, 0.6931, 5.2128], [1.5950, 1.6498, 4.5720], [-0.3704, 0.0108, 4.4896], [-1.2943, -0.8294, 5.1311], [-2.3549, -1.6080, 4.3912], [-1.1904, -0.9852, 6.5046], [-0.4018, 0.1151, 3.0243], [-1.4815, 0.3095, 2.3743], [0.6443, -0.0176, 2.2985], [0.5052, 0.2173, 9.2084], [0.3014, -1.5155, 8.9545], [-1.1113, -0.5006, 9.2053], [1.4098, 1.0554, 7.1599], [2.3286, 1.9776, 5.3057], [1.0796, 2.5392, 4.1984], [2.1246, 1.1985, 3.7360], [-3.0051, -0.9577, 3.8104], [-2.9644, -2.1664, 5.0983], [-1.9084, -2.3247, 3.6971], [-1.8874, -1.6465, 7.0080]], "forces_ev_per_angstrom": [[2.02, 0.68, -0.80], [-0.08, 0.08, 0.01], [-0.01, -0.16, 0.00], [-0.12, -0.04, 0.00], [0.03, -0.34, -0.03], [-0.85, 0.74, -0.45], [-0.02, -1.65, 1.15], [0.49, 0.08, 0.15], [0.20, -0.09, -0.28], [0.53, 0.29, -0.36], [-0.16, -0.39, 0.03], [0.26, 0.11, -0.11], [-0.03, -0.13, -0.01], [-0.05, -0.02, 0.03], [0.05, 0.22, -0.05], [0.04, 0.08, 0.00], [-0.06, -0.05, -0.12], [0.08, 0.11, -0.06], [0.23, 0.47, 1.52], [-0.36, -0.20, -0.19], [0.02, 0.21, 0.01], [0.01, 0.02, -0.01], [0.03, -0.02, 0.01], [-0.01, -0.06, -0.15], [0.02, 0.05, 0.00], [0.00, -0.01, -0.01], [-0.01, -0.01, -0.02], [-0.01, -0.02, -0.01], [0.01, -0.01, 0.00], [0.05, -0.02, 0.15], [-0.03, -0.01, 0.02], [-0.02, 0.01, -0.08], [0.01, -0.01, 0.12], [0.07, 0.05, -0.01], [0.18, 0.09, 0.11], [-0.09, -0.05, -0.02], [0.23, -0.03, -0.14], [-0.16, -0.13, 0.03], [0.06, 0.05, -0.02], [-0.06, 0.01, 0.00], [-1.35, 0.29, 0.30], [-0.51, -0.58, 0.67], [-0.64, 0.39, -1.36], [-0.01, 0.00, -0.02], [0.00, 0.01, -0.01], [0.01, 0.01, -0.02], [-0.03, -0.01, -0.01], [-0.02, 0.01, -0.01], [0.00, -0.02, -0.01], [0.02, -0.02, 0.02], [0.00, 0.01, 0.03], [0.02, -0.02, 0.00], [0.01, 0.03, -0.01], [0.02, 0.02, -0.01]], "mulliken_charge": [0.9822, -0.1941, 0.0895, -0.4651, -0.5774, 0.7352, -0.6992, 0.1756, 0.4742, -0.2379, 0.7755, -0.6560, -0.9979, -0.8665, 0.7685, -0.5039, -0.8487, -0.0648, -0.1819, 0.4493, -0.9935, 0.4254, 0.4635, 0.2756, 0.3960, 0.4040, 0.4421, 0.4639, 0.4182, 0.4895, 0.4390, -1.4787, 0.4286, -0.8911, 0.5343, -1.4398, 0.6767, 0.9408, -1.5027, -0.8024, 0.9224, -0.7919, -0.6024, 0.3740, 0.3081, 0.3766, 0.3170, 0.3942, 0.2927, 0.2358, 0.2749, 0.4031, 0.2805, 0.3690], "total_charge": 1, "energy_ha": -1902.9308}

[2]
{"formula": "C24H26AsF6N2STc", "method": "ωB97M-V with the def2-TZVPD basis set", "symbols": ["Tc", "C", "C", "C", "C", "C", "C", "C", "C", "C", "C", "H", "H", "H", "H", "H", "H", "H", "H", "H", "H", "H", "H", "H", "H", "H", "F", "As", "F", "F", "F", "F", "F", "N", "C", "N", "C", "C", "C", "C", "C", "C", "S", "H", "H", "H", "H", "H", "H", "C", "C", "C", "C", "C", "C", "C", "H", "H", "H", "H", "H"], "xyz": [[-0.2756, -0.4184, 0.3153], [-0.8176, 0.6520, 2.2728], [-1.6934, 1.1856, 1.2295], [-2.5543, 0.1222, 0.7439], [-2.3727, -0.9686, 1.6008], [-1.2596, -0.6526, 2.5351], [-0.8683, -1.5725, 3.6184], [-3.2084, -2.1697, 1.7373], [-3.5909, 0.2491, -0.3273], [-1.9278, 2.6302, 1.0109], [0.0921, 1.4991, 3.1091], [-1.7659, -1.7772, 4.2139], [-0.1158, -1.1601, 4.2842], [-0.5384, -2.5355, 3.2225], [-3.7850, -2.0362, 2.6643], [-2.6134, -3.0738, 1.8732], [-3.9032, -2.3025, 0.9152], [-3.8033, 1.2920, -0.5528], [-4.5215, -0.2184, -0.0059], [-3.2826, -0.2577, -1.2437], [-2.7393, 2.9138, 1.6938], [-2.2693, 2.8550, 0.0026], [-1.0600, 3.2367, 1.2622], [-0.5095, 2.1965, 3.6977], [0.7855, 2.0857, 2.5078], [0.6643, 0.9090, 3.8232], [-0.4718, -2.5554, 0.6375], [-0.7841, -3.3227, -1.0846], [-1.1232, -4.7907, -0.3653], [-2.3669, -2.7059, -0.8839], [-0.9847, -3.6088, -2.7161], [-0.4319, -1.4244, -1.4522], [0.8964, -3.4985, -1.1190], [1.9977, -1.5448, 2.4333], [2.4057, -1.5525, 1.1484], [1.7414, -0.8951, 0.1846], [2.4454, -0.9932, -1.0532], [2.0966, -0.4582, -2.2886], [2.8983, -0.7317, -3.3849], [4.0320, -1.5334, -3.2751], [4.3834, -2.0838, -2.0553], [3.5805, -1.7972, -0.9637], [3.8100, -2.3766, 0.6637], [1.6279, -0.6770, 2.7880], [2.5545, -2.0585, 3.1037], [1.2075, 0.1325, -2.4325], [2.6272, -0.3255, -4.3497], [4.6360, -1.7369, -4.1482], [5.2532, -2.7197, -1.9592], [0.0300, 1.1719, -0.4489], [0.2455, 2.2892, -1.1873], [-0.6377, 2.5966, -2.2718], [-0.3852, 3.7040, -3.0350], [0.7282, 4.5070, -2.7462], [1.6084, 4.2124, -1.6965], [1.3863, 3.1091, -0.9161], [-1.4794, 1.9488, -2.4833], [-1.0346, 3.9590, -3.8615], [0.9173, 5.3798, -3.3599], [2.4618, 4.8506, -1.5123], [2.0622, 2.8456, -0.1129]], "forces_ev_per_angstrom": [[0.11, -0.85, 0.41], [-0.15, 0.18, 0.15], [-0.01, 0.06, -0.03], [-0.03, 0.09, -0.02], [0.07, 0.08, -0.01], [0.07, 0.09, -0.09], [0.00, -0.01, 0.01], [0.01, -0.01, -0.03], [0.02, -0.01, 0.00], [0.00, 0.00, -0.01], [0.02, -0.02, -0.01], [0.00, 0.00, 0.00], [0.00, -0.01, -0.01], [0.01, 0.00, 0.00], [0.00, 0.00, 0.00], [0.00, 0.00, 0.00], [0.01, 0.00, 0.01], [0.01, 0.00, -0.01], [0.00, 0.01, 0.01], [-0.01, -0.01, 0.01], [0.01, 0.00, 0.01], [-0.01, 0.00, 0.00], [0.00, 0.01, -0.01], [0.00, 0.00, 0.00], [0.00, 0.01, 0.00], [0.00, 0.00, 0.00], [0.06, 0.06, -0.04], [-0.03, -0.08, 0.00], [0.03, 0.01, -0.05], [0.00, -0.03, -0.01], [0.00, 0.02, 0.04], [-0.13, 0.18, -0.08], [0.02, 0.02, 0.01], [-0.08, -0.01, 0.04], [0.02, 0.05, -0.02], [0.08, -0.08, -0.09], [0.02, 0.01, 0.03], [0.03, 0.00, -0.02], [0.00, 0.00, 0.01], [-0.01, 0.00, 0.00], [-0.01, -0.01, -0.01], [0.00, -0.01, 0.01], [0.02, 0.02, -0.01], [0.03, 0.00, 0.00], [0.00, 0.00, -0.01], [-0.03, 0.02, 0.01], [0.00, 0.00, 0.00], [0.00, 0.00, 0.00], [0.00, 0.00, 0.00], [-0.36, 0.25, -0.13], [0.21, -0.04, 0.00], [-0.01, 0.01, 0.00], [0.00, 0.00, -0.01], [0.00, 0.00, 0.00], [0.00, 0.00, 0.00], [0.00, 0.01, -0.01], [0.00, 0.00, 0.00], [0.00, 0.00, 0.00], [0.00, 0.00, 0.00], [0.00, 0.00, 0.00], [0.00, 0.00, 0.00]], "mulliken_charge": [-0.1276, 0.1244, 0.3209, -0.0715, 2.0945, 1.4894, -2.1367, -1.7220, -1.6910, -1.3119, -1.8356, 0.4553, 0.3981, 0.3920, 0.4678, 0.3387, 0.4617, 0.4098, 0.4441, 0.3201, 0.3738, 0.5068, 0.4144, 0.3711, 0.3945, 0.4260, -0.5595, 2.1221, -0.3709, -0.4640, -0.3838, -0.6962, -0.4253, -0.1759, 0.4054, 0.6975, -0.0790, -0.2517, -1.1392, -0.6446, -0.6264, 0.7296, -0.1843, 0.0572, 0.3060, 0.3390, 0.4653, 0.4433, 0.4613, 0.3114, 1.2691, -0.0358, -0.9345, -0.3452, -0.9516, -0.2616, 0.5577, 0.5107, 0.4942, 0.5133, 0.5390], "spin_multiplicity": 2, "de_lowest_kcal_mol": 15.7, "total_charge": 3, "energy_ha": -4352.6483, "s_squared": 0.7757}

Q: What is the formula in the second record?
A: C24H26AsF6N2STc